[1]
{
  "formula": "C19H27IrN2",
  "method": "wB97M-V/def2-TZVPD",
  "fmax_ha_per_bohr": 0.064,
  "e_tot_ha": -953.1950,
  "charge": 2,
  "relative_energy_ev": 1.791,
  "s_squared": 6.01,
  "multiplicity": 5,
  "orbital_gap_ha": [0.2322, 0.2536],
  "species": ["C", "H", "H", "H", "C", "H", "H", "C", "H", "H", "H", "C", "C", "C", "C", "C", "C", "C", "C", "C", "C", "Ir", "H", "H", "H", "H", "H", "H", "H", "H", "H", "H", "H", "H", "H", "H", "H", "N", "C", "C", "C", "C", "N", "C", "C", "H", "H", "H", "H"],
  "xyz": [[-0.67, -2.37, -0.19], [-1.48, -2.05, -0.89], [-0.25, -3.25, -0.68], [-1.00, 0.64, -0.03], [-1.34, -2.62, 1.15], [-0.69, -2.49, 2.02], [-2.14, -1.89, 1.25], [-1.79, -4.06, 1.11], [-2.07, -4.43, 2.10], [-2.62, -4.15, 0.42], [-0.99, -4.71, 0.74], [1.83, 1.14, 0.09], [1.86, 0.15, 1.12], [2.14, -1.13, 0.51], [2.12, -0.92, -0.95], [1.92, 0.48, -1.17], [1.91, 1.18, -2.50], [2.22, -1.96, -2.00], [2.26, -2.43, 1.20], [1.76, 0.43, 2.59], [1.78, 2.63, 0.30], [0.22, -0.70, -0.14], [1.81, -1.57, -2.93], [3.26, -2.24, -2.16], [1.67, -2.85, -1.70], [1.80, 0.44, -3.31], [1.08, 1.90, -2.57], [2.85, 1.73, -2.67], [1.29, 2.88, 1.26], [2.79, 3.08, 0.32], [1.22, 3.13, -0.51], [1.60, -0.50, 3.14], [2.69, 0.89, 2.96], [0.93, 1.12, 2.79], [1.50, -3.13, 0.84], [3.24, -2.87, 1.01], [2.13, -2.29, 2.27], [-5.31, 5.13, -0.68], [-4.48, 4.32, -0.60], [-3.47, 3.31, -0.50], [-2.96, 2.68, -1.66], [-2.06, 1.66, -1.47], [-1.78, 1.33, -0.20], [-2.07, 2.03, 0.92], [-2.98, 3.04, 0.79], [-3.30, 2.97, -2.65], [-1.60, 1.05, -2.25], [-1.55, 1.67, 1.80], [-3.29, 3.59, 1.67]]
}


[2]
{
  "formula": "C6H5O7P",
  "method": "wB97M-V/def2-TZVPD",
  "fmax_ha_per_bohr": 0.065,
  "e_tot_ha": -1099.6117,
  "relative_energy_ev": 0.942,
  "orbital_gap_ha": 0.3140,
  "species": ["C", "C", "C", "C", "C", "C", "O", "O", "O", "O", "O", "O", "O", "P", "H", "H", "H", "H", "H"],
  "xyz": [[-0.25, -1.79, -3.12], [0.60, -1.96, -1.93], [-1.20, -0.58, -3.34], [0.92, -0.95, -1.11], [0.93, -0.18, -0.08], [-0.25, -0.35, 0.84], [-0.66, 0.50, -3.93], [0.43, -5.38, -3.08], [0.90, -3.24, -1.71], [-2.36, -0.70, -3.10], [-0.22, -2.68, -3.94], [1.85, 0.86, 0.22], [-0.51, 0.73, 1.67], [1.23, -4.18, -3.15], [0.02, -1.28, 1.43], [-1.08, -0.62, 0.17], [0.31, 0.34, -4.25], [1.41, 1.32, 1.01], [-0.91, 1.51, 1.31]]
}


[3]
{
  "formula": "C13H15AuN2O5STe4",
  "method": "wB97M-V/def2-TZVPD",
  "fmax_ha_per_bohr": 0.023,
  "e_tot_ha": -2596.0435,
  "relative_energy_ev": 0.290,
  "orbital_gap_ha": 0.2234,
  "species": ["Au", "O", "C", "C", "C", "C", "N", "C", "C", "C", "C", "C", "C", "O", "C", "C", "N", "H", "H", "H", "H", "H", "H", "H", "H", "H", "H", "H", "H", "Te", "Te", "Te", "Te", "C", "S", "O", "O", "O", "H", "H", "H"],
  "xyz": [[1.23, 1.83, -0.72], [-4.29, -0.89, 3.12], [-4.16, 0.52, 3.08], [-2.98, 0.88, 2.22], [-2.37, 2.12, 2.35], [-1.31, 2.43, 1.52], [-0.82, 1.58, 0.63], [-1.39, 0.38, 0.50], [-2.49, 0.00, 1.27], [-0.78, -0.54, -0.50], [-1.10, -1.89, -0.54], [-0.49, -2.70, -1.49], [-0.82, -4.18, -1.54], [-2.19, -4.45, -1.30], [0.41, -2.13, -2.37], [0.68, -0.78, -2.27], [0.09, 0.00, -1.36], [-5.01, -1.12, 3.71], [-4.02, 0.94, 4.08], [-5.06, 0.97, 2.64], [-2.71, 2.85, 3.08], [-0.83, 3.39, 1.58], [-2.96, -0.96, 1.14], [-1.79, -2.32, 0.16], [-0.27, -4.69, -0.74], [-0.48, -4.60, -2.49], [-2.71, -4.06, -2.01], [0.91, -2.72, -3.13], [1.39, -0.29, -2.92], [1.97, 5.67, 1.27], [-0.54, 6.08, 1.78], [3.62, 3.70, 2.35], [3.21, 3.65, -0.34], [5.23, -0.57, -1.89], [4.29, 0.84, -1.33], [3.60, 0.44, -0.11], [5.25, 1.92, -1.04], [3.42, 1.23, -2.44], [6.28, -0.41, -1.66], [5.09, -0.68, -2.96], [4.87, -1.45, -1.35]]
}


[4]
{
  "formula": "C37H25IrN4OPS2",
  "method": "wB97M-V/def2-TZVPD",
  "fmax_ha_per_bohr": 0.061,
  "e_tot_ha": -2961.3093,
  "charge": -1,
  "relative_energy_ev": 3.747,
  "orbital_gap_ha": [0.2196, 0.2198],
  "species": ["Ir", "C", "C", "C", "C", "C", "C", "P", "C", "C", "C", "C", "C", "C", "C", "C", "C", "C", "C", "C", "H", "H", "H", "H", "H", "H", "H", "H", "H", "H", "H", "H", "H", "H", "S", "C", "C", "C", "C", "N", "C", "C", "C", "S", "C", "N", "H", "H", "N", "C", "C", "C", "C", "C", "C", "C", "C", "C", "H", "H", "H", "H", "C", "C", "N", "O", "H", "H", "H", "H", "H"],
  "xyz": [[-0.81, 0.77, -0.15], [2.95, -6.60, 1.22], [2.99, -5.56, 2.14], [2.53, -4.30, 1.79], [2.02, -4.06, 0.51], [2.00, -5.11, -0.41], [2.46, -6.37, -0.06], [1.42, -2.42, -0.08], [2.35, -1.39, 1.13], [1.79, -0.80, 2.26], [2.58, -0.01, 3.09], [3.91, 0.21, 2.79], [4.47, -0.37, 1.66], [3.69, -1.17, 0.84], [-0.28, -2.39, 0.61], [-0.80, -3.61, 1.07], [-2.09, -3.73, 1.53], [-2.92, -2.62, 1.50], [-2.43, -1.41, 1.05], [-1.12, -1.24, 0.59], [3.30, -7.58, 1.49], [3.37, -5.74, 3.13], [2.56, -3.49, 2.51], [1.63, -4.91, -1.41], [2.43, -7.17, -0.79], [0.75, -0.96, 2.50], [2.12, 0.46, 3.95], [4.51, 0.85, 3.42], [5.50, -0.17, 1.40], [4.12, -1.61, -0.05], [-0.15, -4.48, 1.09], [-2.45, -4.68, 1.90], [-3.95, -2.70, 1.84], [-3.11, -0.56, 1.04], [0.64, 0.20, -2.03], [1.92, 1.34, -2.13], [2.76, 1.30, -3.24], [3.80, 2.20, -3.41], [4.71, 2.06, -4.49], [5.48, 1.91, -5.33], [3.97, 3.22, -2.45], [3.16, 3.25, -1.32], [2.15, 2.30, -1.12], [1.22, 2.40, 0.32], [4.91, 4.27, -2.65], [5.63, 5.15, -2.81], [2.59, 0.53, -3.99], [3.31, 4.01, -0.57], [-6.65, 8.51, 0.42], [-6.04, 7.55, 0.57], [-5.29, 6.35, 0.72], [-4.69, 6.02, 1.94], [-3.92, 4.88, 2.05], [-3.74, 4.03, 0.95], [-4.39, 4.34, -0.25], [-5.15, 5.48, -0.37], [-2.84, 2.94, 0.97], [-1.94, 2.12, 0.84], [-4.82, 6.69, 2.78], [-3.44, 4.65, 2.99], [-4.26, 3.68, -1.10], [-5.63, 5.73, -1.31], [-4.30, -1.35, -2.32], [-2.88, -0.85, -2.16], [-1.93, -1.71, -2.57], [-2.63, 0.26, -1.71], [-4.47, -1.69, -3.34], [-4.98, -0.54, -2.09], [-4.47, -2.17, -1.63], [-2.15, -2.65, -2.83], [-0.96, -1.47, -2.43]]
}


[5]
{
  "formula": "C18H23IN2O2",
  "method": "wB97M-V/def2-TZVPD",
  "fmax_ha_per_bohr": 0.050,
  "e_tot_ha": -1257.2978,
  "smiles": "CN1[C@H]2CC[C@@H]1[C@H](C(=O)N1CCCO1)[C@@H](c1ccc(I)cc1)C2",
  "orbital_gap_ha": 0.3120,
  "species": ["C", "N", "C", "C", "C", "C", "C", "C", "O", "N", "C", "C", "C", "O", "C", "C", "C", "C", "C", "I", "C", "C", "C", "H", "H", "H", "H", "H", "H", "H", "H", "H", "H", "H", "H", "H", "H", "H", "H", "H", "H", "H", "H", "H", "H", "H"],
  "xyz": [[2.27, -3.57, 0.60], [1.77, -2.28, 0.11], [2.62, -1.63, -0.89], [2.11, -2.11, -2.22], [0.70, -2.64, -1.88], [0.43, -2.19, -0.44], [-0.03, -0.74, -0.09], [-1.51, -0.54, -0.52], [-1.88, -0.75, -1.66], [-2.51, -0.14, 0.42], [-2.35, 0.43, 1.75], [-3.66, 1.16, 1.91], [-4.65, 0.35, 1.10], [-3.88, -0.18, 0.02], [0.88, 0.26, -0.82], [0.76, 1.70, -0.32], [1.14, 2.03, 0.99], [1.04, 3.35, 1.44], [0.50, 4.33, 0.61], [0.38, 6.47, 1.27], [0.09, 3.97, -0.66], [0.26, 2.70, -1.16], [2.39, -0.14, -0.74], [2.32, -4.29, -0.22], [3.26, -3.46, 1.01], [1.64, -3.96, 1.42], [3.69, -1.82, -0.77], [2.07, -1.28, -2.91], [2.73, -2.92, -2.61], [0.64, -3.77, -1.91], [-0.04, -2.27, -2.56], [-0.27, -2.90, -0.02], [0.06, -0.61, 1.00], [-1.44, 1.03, 1.91], [-2.34, -0.42, 2.49], [-4.02, 1.31, 2.94], [-3.61, 2.15, 1.52], [-5.04, -0.49, 1.69], [-5.44, 1.01, 0.78], [0.60, 0.21, -1.85], [1.58, 1.29, 1.65], [1.36, 3.60, 2.42], [-0.30, 4.74, -1.32], [-0.06, 2.46, -2.16], [2.91, 0.39, -1.50], [2.81, 0.14, 0.21]]
}


[6]
{
  "formula": "C4H10N2O",
  "method": "wB97M-V/def2-TZVPD",
  "fmax_ha_per_bohr": 0.088,
  "e_tot_ha": -343.1159,
  "relative_energy_ev": 2.329,
  "smiles": "CN(C=O)CCN",
  "orbital_gap_ha": 0.3661,
  "species": ["C", "N", "C", "O", "C", "C", "N", "H", "H", "H", "H", "H", "H", "H", "H", "H", "H"],
  "xyz": [[0.56, -1.32, -1.29], [0.52, -0.81, 0.17], [-0.02, -1.59, 1.11], [-0.64, -2.63, 0.89], [0.86, 0.53, 0.40], [-0.23, 1.50, -0.25], [-1.43, 1.53, 0.64], [1.56, -1.10, -1.76], [-0.18, -0.73, -1.91], [0.39, -2.36, -1.51], [0.23, -1.10, 2.17], [0.77, 0.73, 1.50], [1.87, 0.81, -0.09], [0.33, 2.46, -0.30], [-0.56, 1.20, -1.15], [-2.22, 2.21, 0.42], [-1.80, 0.68, 0.95]]
}